The following is a quantum chemistry calculation of C4H7N in the gas phase in a non-equilibrium geometry, from the OMol25 dataset.

```
12
Properties=species:S:1:pos:R:3:mulliken_charge:R:1
N -0.9433 1.3174 -0.1198 -0.64
C -0.3092 0.2028 -0.1819 0.72
C 0.6881 0.0856 -1.3448 -1.10
C 0.2572 -0.2175 1.2897 -0.18
C -0.3490 -1.3058 0.6918 -0.69
H -0.1779 0.3775 2.1086 0.27
H -1.8556 1.2262 0.3425 0.28
H 1.4902 0.8149 -1.2375 0.29
H 1.0444 -0.9364 -1.3341 0.34
H 1.3270 -0.1598 1.2979 0.19
H 0.1792 0.3180 -2.2703 0.35
H -1.3513 -1.7230 0.7579 0.17
```

Values from the calculation:
Highest occupied orbital energy = -7.781 eV
Energy relative to the best compared isomer or geometry (same formula, charge and spin) = 5.607 eV
2S+1 = 1
Kohn-Sham gap = 6.9974 eV
Net charge = 0
DFT total energy = -5745.80980 eV